No. 1
C4H8N2OS | wB97M-V/def2-TZVPD

Structure (XYZ):
```
16
Properties=species:S:1:pos:R:3:forces:R:3
C 1.99894 -0.66581 -0.62905 -1.225 -1.367 -0.981
C 1.27383 -0.43661 0.67034 0.275 1.740 1.290
C -2.49750 -0.35683 0.11974 0.375 1.265 0.700
C -0.55201 0.96627 -0.00861 -1.884 0.134 0.206
H 1.73473 0.15915 -1.33110 0.439 -0.629 0.443
H 3.07269 -0.72126 -0.44273 -0.108 -0.055 -0.278
H 1.59459 -1.65196 -1.06436 0.973 1.312 0.309
H 1.49460 -1.18215 1.47985 -0.237 0.679 -0.822
H 1.55306 0.62385 0.98744 0.048 -1.540 0.188
H -3.34616 -0.56980 -0.51670 -0.194 -0.028 0.098
H -2.76260 -0.15005 1.20532 0.253 -0.932 -1.164
H -0.45457 2.84138 -0.37647 0.730 -1.216 0.320
N -0.17109 -0.25086 0.53244 0.567 -0.495 -0.581
N 0.14094 2.02157 -0.09533 -0.839 0.537 -0.385
O -1.90928 0.87547 -0.33764 0.516 0.693 -0.148
S -1.17017 -1.50238 -0.19315 0.311 -0.097 0.805
```
Forces are in eV/Å.

Calculated values
HOMO-LUMO gap, eV: 9.25
Relative energy (zero: lowest compared OMol25 entry of this formula, charge and spin), kcal per mole: 31.0

No. 2
C45H73BiI2N5O3PSi4Te | wB97M-V/def2-TZVPD

Structure (XYZ):
```
135
Properties=species:S:1:pos:R:3:forces:R:3
Bi 0.59342 0.94124 0.34072 -0.540 0.450 0.486
O 0.68481 2.19131 2.32206 0.050 -0.038 -0.054
C 1.17558 1.89172 3.48756 0.120 -0.067 0.002
C 0.51460 2.32517 4.66359 -0.076 0.003 0.063
C 0.96968 2.01106 5.92664 -0.002 0.005 -0.009
C 2.13664 1.26874 6.10468 0.022 0.008 -0.037
C 2.83618 0.88583 4.97407 -0.018 -0.015 0.046
C 2.39149 1.17396 3.68247 0.040 -0.003 -0.083
C 3.27917 0.81373 2.58738 -0.057 -0.023 0.063
N 2.97347 0.83832 1.35096 0.021 0.059 -0.076
N 4.02425 0.58309 0.48892 0.033 0.058 0.054
C 3.69772 0.88029 -0.74479 -0.114 -0.083 -0.072
O 2.58271 1.33517 -1.16168 0.152 0.173 0.001
C 4.77345 0.62654 -1.76415 -0.002 -0.010 -0.006
C 4.47764 0.78059 -3.11361 0.019 -0.027 0.031
C 5.44335 0.53564 -4.08000 0.004 -0.001 0.001
C 6.71754 0.13175 -3.70611 -0.013 0.010 -0.007
C 7.01753 -0.02937 -2.35824 -0.005 -0.003 0.013
C 6.05164 0.21484 -1.39373 0.017 0.021 -0.005
H -0.39916 2.89283 4.54882 0.037 -0.038 0.000
H 0.40179 2.34407 6.78964 0.003 -0.003 0.001
H 2.49732 1.01777 7.09441 -0.003 -0.004 -0.001
H 3.76898 0.33860 5.07628 -0.005 0.002 0.001
H 4.30727 0.54837 2.84952 0.003 -0.005 0.001
H 3.47335 1.07645 -3.38205 -0.005 -0.022 -0.015
H 5.19625 0.65099 -5.12919 -0.003 -0.003 0.006
H 7.47095 -0.06565 -4.46036 0.002 -0.002 0.001
H 8.00789 -0.35380 -2.05883 -0.003 0.000 -0.002
H 6.26254 0.08530 -0.34098 -0.002 -0.004 -0.005
O 0.16394 -0.57575 2.05562 -0.074 -0.009 0.185
C -0.82492 -0.80199 2.85575 0.113 -0.135 -0.093
C -0.59114 -0.92505 4.25214 -0.006 -0.029 -0.001
C -1.59253 -1.25493 5.13257 0.008 0.020 0.003
C -2.89916 -1.47712 4.68328 0.007 -0.003 0.004
C -3.15888 -1.34833 3.33434 0.020 0.038 -0.006
C -2.16144 -1.01257 2.41274 -0.038 0.008 -0.036
C -2.49086 -0.86505 0.99767 -0.017 -0.048 0.022
N -1.72412 -0.36515 0.05014 -0.049 -0.001 -0.020
C -2.46057 -0.35887 -1.10556 -0.001 -0.076 -0.007
C -3.69774 -0.86719 -0.86844 0.033 -0.028 -0.045
N -3.70715 -1.19404 0.47096 0.031 0.117 0.047
H 0.42036 -0.75011 4.59812 0.013 0.011 -0.015
H -1.36197 -1.33446 6.18994 -0.009 -0.007 -0.006
H -3.69171 -1.73402 5.37494 -0.001 0.002 -0.003
H -4.17847 -1.50288 2.99402 -0.008 0.011 -0.006
H -2.04790 0.01861 -2.02728 0.011 -0.030 0.005
H -4.54354 -1.03893 -1.51101 0.008 -0.003 0.012
H -4.48960 -1.54315 0.98940 0.007 -0.099 -0.002
I 0.44918 1.40979 -3.73011 0.255 -0.227 -0.105
C 1.08275 3.34244 -4.34189 -0.087 -0.038 -0.067
I 2.63765 4.19331 -3.16906 -0.027 0.055 -0.016
H 0.22959 4.01038 -4.32173 0.039 0.038 0.079
H 1.47974 3.25193 -5.34437 -0.043 0.016 -0.027
C -4.08661 2.86597 -1.36551 0.052 -0.006 0.021
C -3.07446 4.02026 -1.43496 0.001 -0.100 -0.097
C -2.29607 3.81013 -2.74119 -0.009 0.006 0.038
C -3.85723 5.33309 -1.53657 0.001 0.017 0.001
P -1.85025 3.80091 0.02197 -0.063 0.235 0.066
N -0.88952 2.61586 -0.20218 -0.023 0.025 -0.044
C -0.93524 5.47324 0.19894 0.070 -0.032 0.008
C -0.41094 5.86074 -1.19120 0.030 -0.060 -0.007
C -1.72008 6.66743 0.75322 0.005 0.048 -0.037
C 0.30155 5.22991 1.08958 -0.028 0.030 0.028
C -2.95098 3.65463 1.57300 0.086 -0.119 0.062
C -3.38811 2.18845 1.67980 0.027 0.007 0.027
C -4.18158 4.55473 1.70794 0.005 0.051 -0.008
C -2.02821 3.88906 2.77525 0.036 0.057 -0.017
H -4.61391 2.80202 -2.32374 -0.002 0.000 -0.004
H -4.83762 3.01674 -0.59188 -0.009 0.008 0.013
H -3.58856 1.91175 -1.18527 -0.040 0.084 -0.037
H -2.99235 3.54632 -3.54497 -0.008 0.008 0.010
H -1.58824 2.99346 -2.61122 0.002 0.004 -0.022
H -1.75922 4.70419 -3.05372 0.025 -0.019 0.006
H -4.54985 5.25427 -2.38377 0.002 -0.002 0.002
H -3.21212 6.18923 -1.72974 -0.002 -0.009 -0.016
H -4.45062 5.54799 -0.64911 0.007 0.001 -0.018
H -1.18776 6.27921 -1.83187 0.003 -0.030 0.002
H 0.03937 5.00117 -1.68800 0.027 0.014 0.008
H 0.36786 6.62119 -1.08098 -0.016 0.023 0.002
H -2.61666 6.89442 0.17562 0.022 0.006 0.010
H -1.07304 7.55238 0.71420 0.004 -0.006 -0.001
H -2.01033 6.53010 1.79347 0.006 0.007 -0.023
H 0.62416 4.19160 1.05562 0.055 -0.026 -0.023
H 0.10871 5.47840 2.13425 -0.011 -0.043 -0.028
H 1.12898 5.85874 0.74786 -0.012 0.023 0.022
H -4.22588 1.93683 1.03189 0.004 -0.007 -0.012
H -3.67997 1.96949 2.71195 -0.014 -0.005 -0.003
H -2.54903 1.54950 1.41812 0.002 -0.034 0.057
H -4.96759 4.30025 0.99728 -0.004 -0.006 -0.009
H -3.95496 5.61601 1.60069 -0.010 -0.042 0.018
H -4.59777 4.40820 2.71175 -0.001 -0.004 0.000
H -1.10242 3.32326 2.65713 -0.044 0.022 0.003
H -2.53375 3.54239 3.68366 -0.014 -0.005 -0.013
H -1.77824 4.93977 2.92182 -0.029 -0.025 0.004
C 3.80328 -5.18480 0.24428 0.030 0.005 0.014
Si 2.92779 -5.17061 -1.42636 -0.042 0.002 0.026
C 4.08179 -4.35240 -2.66229 0.013 -0.028 -0.037
C 2.72960 -6.97468 -1.97995 0.048 -0.042 0.008
Si 0.88664 -4.03297 -1.27264 0.078 0.057 -0.200
Te 1.43272 -1.64800 -1.60296 -0.038 -0.238 -0.185
Si -0.14842 -4.75244 0.68476 0.098 -0.083 0.022
C 0.00157 -6.63985 0.82235 0.024 -0.021 0.053
C 0.66534 -4.00186 2.19490 -0.064 0.040 0.009
C -1.99650 -4.40794 0.65907 -0.049 0.010 -0.004
Si -0.38190 -4.74177 -3.09717 0.024 0.016 0.038
C -1.91788 -3.67127 -3.27875 -0.043 0.035 -0.041
C -0.96354 -6.54509 -3.01014 -0.048 -0.012 -0.007
C 0.63432 -4.56760 -4.67786 -0.018 -0.015 -0.027
H 4.81890 -5.58265 0.15048 -0.008 -0.002 0.001
H 3.26423 -5.79462 0.97406 0.005 0.024 0.002
H 3.87098 -4.16617 0.63532 -0.006 -0.017 0.003
H 5.06439 -4.83638 -2.63907 -0.007 0.014 -0.015
H 4.20027 -3.29229 -2.42935 -0.001 -0.007 0.001
H 3.68511 -4.42430 -3.67865 0.002 0.019 0.015
H 3.70137 -7.48048 -1.99067 -0.013 -0.002 0.006
H 2.32016 -7.02112 -2.99293 -0.009 -0.006 0.018
H 2.06238 -7.53423 -1.31910 0.002 0.015 -0.015
H 1.03779 -6.94355 0.99478 -0.014 -0.002 -0.030
H -0.35547 -7.14637 -0.07834 0.008 0.019 0.012
H -0.59472 -6.99405 1.67050 0.009 -0.015 -0.010
H 1.68679 -4.37795 2.29492 -0.002 0.021 -0.002
H 0.11395 -4.25123 3.10703 0.007 0.024 0.005
H 0.71330 -2.91285 2.10261 0.007 -0.016 0.009
H -2.48036 -5.02261 -0.10657 -0.006 0.017 0.011
H -2.19612 -3.36203 0.43089 -0.014 0.043 -0.011
H -2.44945 -4.63969 1.62854 -0.004 0.013 -0.014
H -2.54006 -3.70580 -2.38099 0.006 -0.008 0.000
H -2.52207 -3.99097 -4.13483 0.002 0.016 0.008
H -1.62028 -2.63019 -3.42657 -0.001 -0.006 0.016
H -1.67631 -6.68846 -2.19291 0.028 -0.003 0.001
H -0.12529 -7.22766 -2.85185 -0.016 0.004 0.012
H -1.46296 -6.83152 -3.94206 0.001 0.003 0.007
H 1.15929 -3.60901 -4.67727 -0.012 -0.007 0.002
H -0.00910 -4.61084 -5.56279 0.020 -0.012 -0.001
H 1.37743 -5.36644 -4.75768 0.008 0.029 0.005
```
Forces are in eV/Å.

Calculated values
HOMO-LUMO gap, eV: 5.28
Net charge: -2
Relative energy (zero: lowest compared OMol25 entry of this formula, charge and spin), kcal per mole: 0.0

No. 3
C4H5N2OS2 | wB97M-V/def2-TZVPD

Structure (XYZ):
```
14
Properties=species:S:1:pos:R:3:forces:R:3
C 2.05485 2.68024 0.98575 1.465 1.209 2.060
C 0.02607 2.80795 2.30418 1.439 1.953 -0.204
C 0.39380 -0.35100 0.07691 -2.468 -3.606 -2.518
C -0.29403 0.95570 0.01226 4.241 1.272 2.610
N 1.40896 3.51186 1.60280 -1.147 -0.598 1.219
N 2.38835 1.88456 0.11283 2.966 -1.284 0.821
O 0.17734 1.89019 3.03515 0.871 -1.289 0.801
S -1.26362 3.66260 1.80835 -1.793 1.090 -0.559
S 0.92689 2.02965 -0.82028 -4.182 0.010 -3.635
H 0.46991 -0.67827 -1.01485 0.205 -0.063 1.164
H 1.35078 -0.46235 0.48503 1.303 0.660 0.805
H -0.24490 -1.17566 0.53855 0.525 1.127 -0.338
H -0.34687 1.37343 1.02135 -0.357 -0.376 -0.531
H -1.20097 1.01417 -0.41408 -3.070 -0.105 -1.695
```
Forces are in eV/Å.

Calculated values
HOMO-LUMO gap (spin up / spin down), eV: 4.62 / 5.53
Multiplicity: 3
Net charge: -1
<S²>: 2.0084

No. 4
C13H47N19O10 | wB97M-V/def2-TZVPD

Structure (XYZ):
```
89
Properties=species:S:1:pos:R:3:forces:R:3
C -2.30699 -0.13968 4.88545 -1.271 -0.560 -0.098
O -1.85920 -0.80066 3.94499 0.454 0.554 -0.131
N -2.06653 -0.47736 6.17590 0.703 0.277 0.609
N -3.24915 0.83040 4.69167 0.751 -0.119 0.098
H -1.23265 -1.04221 6.32156 0.004 0.053 -0.062
H -2.05928 0.26957 6.85717 -0.279 -0.008 -0.022
H -3.60352 1.34627 5.47463 -0.243 0.067 -0.173
H -3.57825 0.97631 3.75636 -0.050 0.162 0.029
C 0.53088 -0.40245 0.56794 0.494 0.949 0.129
O 1.55463 -0.87905 1.08966 -0.327 0.041 0.154
N -0.60834 -0.11418 1.29448 0.643 -0.532 -0.554
N 0.46545 0.00205 -0.70678 -0.473 -0.405 -0.205
H -0.49863 -0.05147 2.29182 -0.401 -0.104 0.053
H -1.26366 0.46688 0.79450 -0.234 0.095 0.443
H 1.25259 -0.06960 -1.34782 -0.107 -0.149 0.364
H -0.44561 0.29795 -1.03981 0.314 0.251 -0.109
C -0.23127 -3.78291 -2.07408 0.719 0.506 -0.622
O 0.37913 -4.44957 -1.25441 -0.430 -0.336 0.197
N -1.48775 -4.04222 -2.52664 -0.370 -0.425 0.200
N 0.35611 -2.68725 -2.64722 -0.256 0.395 -0.181
H -1.93785 -4.89151 -2.23678 0.028 0.051 0.199
H -1.97571 -3.45582 -3.17669 0.147 0.069 -0.010
H 1.34455 -2.56962 -2.53573 0.040 -0.143 0.248
H -0.03364 -2.19939 -3.43797 -0.102 -0.156 -0.005
C 1.83919 -2.02315 -5.34575 0.695 -0.366 0.072
O 0.99178 -1.17792 -5.57559 -0.330 -0.036 -0.003
N 2.73329 -1.86535 -4.31021 -0.771 0.625 -0.324
N 1.99290 -3.18103 -6.05116 0.170 0.376 0.268
H 3.55583 -2.41693 -4.15872 -0.027 -0.015 0.009
H 2.54374 -1.01726 -3.78367 0.711 -0.263 0.206
H 2.66600 -3.84166 -5.71135 -0.189 -0.306 -0.291
H 1.35873 -3.39623 -6.79575 0.007 -0.069 -0.013
C 1.43978 -1.32518 5.95564 -0.094 0.017 0.674
O 0.74197 -0.87473 6.87069 0.074 0.016 -0.523
N 1.04092 -1.35984 4.66220 0.107 0.229 0.172
N 2.67811 -1.82555 6.23986 -0.015 -0.051 0.037
H 0.11982 -0.98282 4.49903 -0.168 -0.416 -0.345
H 1.42742 -2.03105 4.02157 -0.078 0.113 -0.188
H 3.35999 -1.98898 5.52171 0.017 0.093 0.000
H 2.99169 -1.56912 7.15960 0.181 -0.182 -0.017
C 2.83323 3.35814 1.12980 -0.618 -0.177 2.042
O 3.13066 4.45791 0.70817 0.264 -0.351 -0.673
N 1.53803 2.94914 1.28424 -1.219 0.199 -0.887
N 3.71511 2.48888 1.71740 1.325 0.233 -0.111
H 1.16587 2.23307 1.88065 0.640 -0.302 0.025
H 0.82419 3.49810 0.83758 0.195 0.178 -0.031
H 3.53702 1.57867 2.09856 -0.625 0.041 -0.198
H 4.62973 2.85532 1.91811 -0.034 0.087 -0.196
C 0.81508 2.98181 -3.86471 0.447 -0.097 -0.671
O 0.14282 3.74608 -4.53256 -0.179 -0.005 0.269
N 1.00681 3.12816 -2.50300 -0.415 -0.108 -0.278
N 1.48123 1.90756 -4.39564 -0.052 0.117 0.436
H 0.66702 4.01162 -2.16239 0.401 0.096 0.179
H 1.83598 2.71418 -2.10767 -0.019 0.198 0.256
H 1.26838 1.64575 -5.34155 -0.139 -0.082 0.027
H 1.76773 1.18509 -3.75412 0.133 -0.097 -0.203
C 3.88679 -0.21858 -1.54577 0.299 -0.071 0.068
O 2.85803 0.10300 -2.15683 -0.033 -0.039 -0.224
N 5.05257 -0.48464 -2.20920 -0.209 0.079 0.585
N 3.94195 -0.35622 -0.20106 -0.504 0.136 -0.890
H 5.12212 -0.38014 -3.20352 0.003 0.089 0.002
H 5.77678 -0.91660 -1.66620 0.277 -0.042 -0.428
H 4.84867 -0.33746 0.22514 -0.184 -0.200 0.381
H 3.03025 -0.48744 0.28585 0.530 0.030 0.269
C -2.12821 -4.22990 2.07317 0.389 0.054 0.034
O -2.44588 -5.40354 1.93029 -0.107 0.140 -0.082
N -2.61699 -3.45504 3.08889 -0.279 -0.151 0.022
N -1.24720 -3.59475 1.24877 0.068 -0.091 -0.191
H -2.21209 -2.57194 3.37637 -0.161 -0.251 -0.104
H -3.22608 -3.95944 3.70724 0.055 0.150 0.165
H -0.81161 -4.12557 0.51033 0.088 -0.019 0.024
H -1.01738 -2.62099 1.34262 -0.086 0.014 0.065
C -2.66360 3.96363 -2.32320 0.377 -0.248 -0.001
C -2.70613 2.83025 -1.29212 0.417 -0.400 -0.836
C -4.09761 2.20213 -1.26945 -0.088 0.464 0.579
O -4.96948 3.01976 -0.50855 -0.645 0.293 -0.272
C -5.01374 2.71215 0.85131 0.871 -1.001 0.386
N -1.71047 1.76780 -1.60834 -0.551 0.271 -0.024
H -1.79671 4.59048 -2.10686 -0.237 0.337 -0.066
H -3.59321 4.52980 -2.34258 0.119 0.236 0.202
H -2.48132 3.57662 -3.32913 -0.145 -0.147 0.032
H -2.43332 3.25845 -0.32581 -0.297 -0.203 0.216
H -4.10441 1.17538 -0.88340 0.170 0.018 0.071
H -4.51989 2.18972 -2.27590 0.131 -0.072 -0.094
H -4.03614 2.87098 1.33524 -0.088 0.292 0.017
H -5.20334 1.63612 0.99093 -0.284 0.089 0.005
H -5.77296 3.27872 1.37903 -0.094 0.223 -0.268
H -0.87363 2.20966 -2.00067 -0.134 -0.174 0.175
H -2.12116 1.23039 -2.36980 0.187 -0.038 -0.095
```
Forces are in eV/Å.

Calculated values
HOMO-LUMO gap, eV: 8.94
Relative energy (zero: lowest compared OMol25 entry of this formula, charge and spin), kcal per mole: 4.2